C37H47B3ClF2N6O2P2S3Ti | the ωB97M-V functional and the def2-TZVPD basis

Computed properties:
E_tot = -146335.14421 eV
HOMO (alpha / beta) = 1.13 / 1.12 eV
Largest force on an atom = 11.51 eV Å⁻¹
Net charge = -2
HOMO-LUMO gap (alpha / beta) = 1.392 / 1.424 eV
2S+1 = 2
Relative energy (zero: lowest compared OMol25 entry of this formula, charge and spin) = 540.1 kcal per mole

CARTESIAN COORDINATES (ANGSTROEM)
1 Ti -0.172 -0.958 -0.713
2 B -2.949 0.011 1.270
3 N -1.720 -0.568 1.941
4 C -1.663 -0.993 3.218
5 C -0.443 -1.265 3.563
6 C 0.347 -1.043 2.467
7 N -0.497 -0.606 1.454
8 N -3.158 -1.109 -0.052
9 C -4.315 -1.612 -0.395
10 C -4.194 -2.363 -1.582
11 C -2.823 -2.130 -1.890
12 N -2.150 -1.489 -0.920
13 H -3.816 -0.184 1.794
14 H -2.493 0.968 0.699
15 H -2.941 -1.061 3.769
16 H -0.105 -1.613 4.759
17 H 1.445 -0.870 2.394
18 H -5.447 -1.455 0.261
19 H -4.950 -2.792 -2.319
20 H -2.275 -2.502 -2.843
21 C -0.607 2.783 -2.507
22 P -1.494 1.193 -2.320
23 C -3.210 1.587 -1.899
24 C -1.561 0.494 -4.109
25 C -2.104 1.342 -5.133
26 C -1.923 0.850 -6.412
27 C -1.190 -0.179 -6.793
28 C -0.661 -0.964 -5.892
29 C -0.768 -0.647 -4.518
30 P 0.249 -1.599 -3.200
31 C 0.012 -3.306 -3.603
32 C 1.892 -1.330 -3.879
33 H -1.032 3.672 -2.975
34 H 0.452 2.711 -2.825
35 H -0.398 3.016 -1.554
36 H -3.681 2.149 -2.800
37 H -3.308 2.420 -1.131
38 H -3.840 0.765 -1.634
39 H -2.561 2.141 -5.030
40 H -2.400 1.748 -7.197
41 H -1.112 -0.614 -7.790
42 H 0.425 -1.476 -6.367
43 H -0.893 -3.524 -3.787
44 H -0.268 -3.777 -2.314
45 H 0.818 -3.768 -4.378
46 H 1.802 -1.454 -4.921
47 H 2.464 -2.422 -3.378
48 H 2.587 -0.554 -3.342
49 F 1.541 0.990 -1.382
50 B 1.820 1.375 0.183
51 F 0.774 2.123 0.495
52 Cl 4.819 2.807 0.815
53 C 4.953 1.447 -0.182
54 C 5.751 1.598 -1.273
55 C 5.806 0.703 -2.205
56 C 5.179 -0.514 -1.990
57 C 4.205 -0.735 -0.978
58 C 4.086 0.366 -0.088
59 C 2.931 0.876 0.767
60 H 6.421 2.730 -1.539
61 H 6.386 0.517 -3.325
62 H 5.009 -1.513 -2.648
63 H 3.449 -1.317 -1.043
64 H 1.673 1.148 8.260
65 H 2.656 0.478 1.831
66 C 1.968 -4.867 2.866
67 C 2.091 -4.602 1.424
68 C 3.308 -5.164 0.760
69 O 1.880 -3.168 1.129
70 B 0.858 -2.908 0.195
71 O 0.452 -4.130 -0.186
72 C 0.695 -5.245 0.751
73 C 0.799 -6.639 0.047
74 C -0.477 -5.287 1.616
75 H 2.875 -4.203 3.265
76 H 2.273 -5.707 3.060
77 H 0.865 -4.797 3.596
78 H 4.582 -5.050 1.193
79 H 3.527 -4.855 -0.082
80 H 3.314 -6.406 0.745
81 H -0.026 -6.721 -0.679
82 H 0.727 -7.570 0.660
83 H 1.552 -6.726 -0.720
84 H -0.960 -4.364 2.030
85 H -0.329 -5.959 2.257
86 H -1.221 -5.573 0.877
87 S -3.681 8.177 6.372
88 C -3.832 7.359 4.903
89 S -5.455 7.164 4.267
90 C -4.763 6.158 2.894
91 N -3.476 6.120 2.993
92 N -2.969 6.789 4.061
93 C -1.565 6.799 4.168
94 C -0.954 6.896 5.394
95 C 0.412 6.642 5.501
96 C 1.214 6.357 4.373
97 C 0.549 6.311 3.114
98 C -0.837 6.480 3.006
99 S -5.656 5.537 1.674
100 H -1.411 7.254 6.296
101 H 0.901 6.579 6.473
102 H 2.276 6.233 4.520
103 H 1.079 6.123 2.211
104 H -1.415 6.262 2.091



C37H47BrNO2PSiTi | the ωB97M-V functional and the def2-TZVPD basis

Computed properties:
E_tot = -155029.74045 eV
HOMO = -13.99 eV
Largest force on an atom = 0.81 eV Å⁻¹
Net charge = +2
HOMO-LUMO gap = 7.430 eV
Relative energy (zero: lowest compared OMol25 entry of this formula, charge and spin) = 0.0 kcal per mole

CARTESIAN COORDINATES (ANGSTROEM)
1 Ti -0.799 0.944 0.877
2 N 1.155 0.509 -0.068
3 C 2.270 0.067 0.787
4 C 3.548 0.029 0.251
5 C 4.601 -0.426 1.027
6 C 4.379 -0.854 2.331
7 C 3.103 -0.809 2.863
8 C 2.033 -0.336 2.099
9 P 0.386 -0.200 2.826
10 C 0.069 -1.763 3.668
11 C 0.270 -2.943 2.947
12 C 0.028 -4.167 3.543
13 C -0.417 -4.223 4.858
14 C -0.607 -3.055 5.579
15 C -0.364 -1.822 4.990
16 C 0.432 1.178 3.996
17 C 1.586 1.943 4.159
18 C 1.565 3.059 4.985
19 C 0.401 3.414 5.647
20 C -0.755 2.661 5.478
21 C -0.747 1.557 4.646
22 H 1.428 1.377 -0.531
23 H 1.038 -0.172 -0.819
24 H 3.719 0.343 -0.772
25 H 5.599 -0.458 0.610
26 H 5.203 -1.218 2.929
27 H 2.930 -1.141 3.880
28 H 0.635 -2.911 1.927
29 H 0.194 -5.079 2.985
30 H -0.605 -5.181 5.324
31 H -0.936 -3.098 6.608
32 H -0.495 -0.922 5.574
33 H 2.506 1.672 3.658
34 H 2.466 3.643 5.115
35 H 0.392 4.278 6.298
36 H -1.664 2.937 5.996
37 H -1.664 0.997 4.501
38 Br -2.546 8.985 2.400
39 C -2.154 7.195 2.034
40 C -1.301 6.889 0.973
41 C -1.013 5.571 0.701
42 C -1.580 4.560 1.489
43 C -2.436 4.878 2.552
44 C -2.722 6.196 2.825
45 C -1.285 3.188 1.205
46 O -0.483 2.796 0.277
47 O -1.811 2.204 1.881
48 H -0.876 7.685 0.378
49 H -0.356 5.313 -0.119
50 H -2.866 4.087 3.152
51 H -3.380 6.465 3.639
52 C -1.058 -0.930 -2.555
53 C -1.801 -1.569 -1.371
54 C -0.779 -2.285 -0.467
55 C -2.734 -2.653 -1.947
56 Si -2.781 -0.244 -0.382
57 C -3.649 1.107 -1.434
58 C -4.509 2.026 -0.552
59 C -2.674 2.009 -2.213
60 C -4.565 0.431 -2.474
61 C -3.810 -0.954 1.081
62 C -3.999 0.070 2.209
63 C -3.185 -2.203 1.723
64 C -5.196 -1.364 0.542
65 H -0.367 -1.657 -2.989
66 H -0.482 -0.033 -2.296
67 H -1.744 -0.628 -3.345
68 H -0.056 -2.827 -1.083
69 H -1.249 -3.007 0.196
70 H -0.198 -1.618 0.189
71 H -2.133 -3.376 -2.507
72 H -3.473 -2.244 -2.636
73 H -3.262 -3.204 -1.170
74 H -3.920 2.559 0.199
75 H -5.312 1.504 -0.035
76 H -4.976 2.781 -1.189
77 H -1.935 2.508 -1.583
78 H -3.255 2.799 -2.696
79 H -2.146 1.481 -3.004
80 H -5.322 -0.216 -2.031
81 H -3.998 -0.149 -3.203
82 H -5.090 1.213 -3.030
83 H -3.063 0.247 2.752
84 H -4.710 -0.334 2.934
85 H -4.375 1.036 1.873
86 H -2.181 -2.027 2.116
87 H -3.146 -3.056 1.046
88 H -3.810 -2.500 2.569
89 H -5.796 -0.519 0.211
90 H -5.746 -1.852 1.352
91 H -5.131 -2.080 -0.279



Q: Among the records above, which one has the highest E_tot?
A: C37H47B3ClF2N6O2P2S3Ti



Q: What is the net charge in the second record?
A: +2